A 12-piece molecular cluster, C72H120N6O36P6 overall. Source: the Open Molecules 2025 dataset; level of theory: the ωB97M-V functional and the def2-TZVPD basis.

Positions of all 240 atoms, in Å:
C1 -3.59134 -6.72369 -3.05751
H1 -7.26628 2.43771 -1.45937
C2 0.10366 -2.91276 6.15668
H2 -2.29048 -1.83978 0.50268
H3 -6.90420 5.83615 4.18813
H4 3.36632 6.36736 2.12482
C3 6.02543 5.39162 -2.90441
C4 -5.68968 -3.75787 2.74862
H5 3.46704 -0.04612 0.21779
O1 0.31561 3.37021 3.42125
H6 3.28495 -2.15029 -6.95190
C5 -1.81526 -3.23887 -1.10872
H7 3.23531 5.86925 0.46916
O2 -5.20992 -4.04258 0.48148
O3 -2.77307 6.23434 5.65628
C6 2.24154 1.61104 0.35646
H8 -4.00541 -1.68844 -3.35672
C7 -2.20406 5.17091 1.48410
H9 0.48595 3.35698 5.55728
N1 -3.80527 -7.20062 -0.64379
C8 -0.95947 -2.06236 6.35670
C9 0.95566 -3.33718 -4.85575
H10 -3.19123 2.35240 -6.48669
C10 0.84485 1.37929 4.68484
H11 7.30574 -4.46445 5.38636
H12 0.05613 -6.41403 -0.68316
H13 -0.81328 5.32024 5.70401
H14 6.68130 5.25963 -2.05044
C11 2.85321 6.59106 1.18343
H15 -2.19799 1.68369 3.07082
C12 4.02156 3.59310 3.49983
H16 -0.94185 2.58828 4.77854
H17 6.19371 3.48737 -5.98078
C13 5.79382 0.79399 -0.97542
N2 4.00674 -3.12996 -1.68054
C14 2.93844 -4.05076 -1.44279
H18 9.35274 -2.78543 3.94975
H19 -6.54641 -1.76382 -2.98895
C15 -4.81066 4.18018 -3.00327
H20 1.01284 7.07316 2.12278
H21 3.05021 7.64383 0.91477
O4 1.05955 5.00249 1.80567
C16 -4.56319 -1.07745 -2.64334
H22 -2.83860 6.61212 2.97368
H23 4.71885 4.04085 -5.18900
O5 -7.59229 -3.30290 -0.17409
H24 5.87415 1.87238 -0.88035
H25 1.39275 2.11050 -0.12649
H26 4.52621 1.66749 2.76808
H27 -2.53406 -0.92216 5.43940
P1 -6.31069 -3.89292 -0.61442
O6 2.78152 2.66121 -3.96919
H28 0.61074 0.81677 5.59327
O7 1.76052 5.44873 4.27368
C17 4.97726 2.64519 2.73725
H29 4.88703 1.86980 -7.37655
C18 0.93492 -2.34457 -3.86980
H30 2.01979 1.61721 1.41956
O8 1.56807 -0.71039 0.48375
O9 -1.79463 3.34522 -7.97004
C19 8.97759 -0.27384 1.16653
C20 2.56548 -4.96211 -2.48141
H31 -0.92367 2.26436 0.93513
H32 -4.74897 -5.52791 1.84347
O10 -2.82599 -6.50680 -0.44350
C21 -1.61234 -2.66945 0.25464
C22 2.64250 -2.20861 -6.08737
H33 6.75989 0.41728 -0.61292
C23 -2.53812 1.52827 2.05731
H34 -6.86204 4.02376 2.54072
C24 1.76738 -3.28856 -5.98895
H35 0.87885 6.53130 0.42530
H36 3.41725 -0.41594 -5.14390
O11 -6.54221 -5.35945 -1.21928
O12 -0.69752 0.19529 1.28334
C25 1.27085 -4.89573 0.01749
H37 0.45048 0.78309 3.84775
H38 0.97098 2.33265 -5.47669
H39 -1.67195 5.91010 0.83781
H40 0.28311 -2.46903 -2.99437
O13 6.12899 0.06061 4.64739
H41 -3.15060 2.40038 1.79166
C26 -5.42753 -8.76912 -3.59823
H42 3.12399 2.24469 0.16734
O14 4.87508 3.36483 -2.49086
O15 -3.80266 3.85559 5.84024
H43 5.89126 6.47857 -3.06823
H44 0.41766 1.40933 -3.24338
O16 -5.37522 2.52084 0.01370
C27 -0.38679 -2.84504 3.71265
O17 -0.31811 -0.14010 -1.22959
H45 3.83767 -3.19264 2.71271
H46 -2.89446 -5.96755 -2.72050
H47 -5.60873 5.28087 2.11903
H48 5.10345 2.89357 1.67888
H49 -1.91184 1.01108 -2.58422
C28 -4.84583 -8.00521 -4.61677
C29 0.41269 -3.24823 4.81903
H50 -7.38791 4.45023 -5.22059
N3 -0.00799 -4.42193 -4.66892
C30 -1.68713 1.40139 -3.56515
H51 3.43366 2.41573 -6.50005
C31 -0.37849 1.64144 -3.92263
C32 4.72387 4.80554 -2.59529
O18 -4.88847 5.86414 4.56310
H52 5.01915 0.41237 -0.33050
C33 2.30661 -4.00368 -0.20863
H53 4.64266 -1.80906 1.89488
H54 -1.59853 4.26631 1.43766
H55 -8.56790 3.12358 -3.38279
H56 -1.80992 5.35954 7.16262
H57 9.79122 -0.70553 1.73407
H58 2.60371 -3.28674 0.52034
O19 -5.53048 -3.16070 -1.83141
H59 -4.99538 5.24075 -4.82372
H60 8.61528 -1.05169 0.47245
P2 0.01355 -0.62961 0.11810
H61 -0.95487 7.88108 5.70226
C34 -4.13936 -7.50111 -2.03219
O20 -3.51655 3.07534 -0.92442
H62 -9.02866 -6.31953 -1.46613
C35 -6.88216 4.25357 -4.28195
H63 -6.19955 4.29800 4.90959
H64 -1.14201 -4.08246 -1.34284
H65 4.29948 5.11338 -1.62272
H66 -1.91901 1.10664 0.00515
C36 -1.11092 2.32272 -6.08073
H67 -0.17044 -3.20096 2.69289
C37 -0.07340 2.13841 -5.17321
O21 5.45913 -2.38266 3.78042
H68 -7.80140 -4.63717 -2.77637
H69 3.99800 3.24670 4.53030
O22 1.73534 -4.59909 3.44046
H70 -1.73788 -3.47259 0.98085
H71 -3.79016 4.41946 -2.77190
H72 -6.02734 -9.64050 -3.84421
H73 4.23515 3.51473 -7.59832
C38 4.39588 2.70636 -6.87802
C39 8.30229 -3.06531 4.15840
H74 2.40516 0.12203 -1.19644
C40 -6.76961 3.04370 -2.18862
H75 -3.23730 5.02820 1.15528
H76 1.77546 -4.07882 -6.73049
H77 4.36467 4.62910 3.44577
P3 -3.62192 5.03278 5.00263
C41 -1.52352 1.34577 0.97792
H78 -6.49141 -3.08088 2.42300
H79 6.48685 4.92534 -3.77236
C42 8.35415 -4.12860 5.21087
O23 7.68320 -1.93767 4.71323
C43 -7.50816 3.39605 -3.31301
C44 -5.45431 3.38007 -2.10744
P4 6.48959 -1.20745 3.99523
C45 5.18408 3.18573 -5.70182
C46 -5.91639 4.48571 2.81736
C47 -1.46943 5.96192 6.33728
C48 -2.42673 2.13182 -5.76294
C49 -1.44644 -1.97713 3.98096
H80 -5.50952 -9.04939 -1.43420
C50 -3.98290 -6.93564 -4.34970
O24 -1.02986 -4.15778 -4.03958
C51 -6.08517 5.12668 4.18315
C52 0.85489 -5.74647 -0.99030
H81 5.89672 2.54147 3.32701
H82 -1.60953 -2.47994 -1.86428
C53 2.49065 0.23706 -0.11211
H83 0.60453 -3.37158 6.98996
H84 -6.60139 -5.28981 1.63642
H85 -2.85860 -3.55674 -1.24557
C54 -5.60287 -4.84130 1.70968
H86 -4.75268 -3.18208 2.76963
O25 -2.85251 4.67530 3.67989
P5 1.51435 4.44421 3.20764
P6 4.12721 2.34776 -3.52648
O26 -0.28143 -2.17623 0.49347
H87 -1.32912 7.97234 7.40952
H88 -3.73106 1.41354 -4.13776
C55 4.23354 -2.18788 2.84867
C56 -2.22606 5.71446 2.86484
O27 5.23201 2.16870 -4.69636
C57 5.56128 0.40010 -2.35287
H89 -3.92620 -0.99349 -1.76149
H90 1.30296 -6.55136 -3.04953
O28 4.33370 -2.34996 -0.77909
O29 2.75956 3.48626 2.86413
C58 7.86419 0.06653 2.14666
N4 1.54665 -4.13693 4.57804
H91 3.14667 -4.99177 -3.39364
O30 0.20249 -5.49090 -5.23507
O31 4.21237 0.96112 -2.80668
C59 -1.69674 -1.59764 5.28342
H92 -1.34065 -1.71515 7.31751
C60 0.14866 2.71033 4.74864
O32 4.54988 -3.09401 -2.77326
H93 -7.80785 -7.57352 -1.66591
H94 4.00465 5.03798 -3.37529
C61 1.81275 -1.29319 -4.02264
H95 8.96056 -5.01036 4.94027
H96 1.85704 -0.55356 -3.26605
H97 -5.10282 3.74977 2.83358
C62 -0.91211 7.33249 6.64602
H98 9.27549 0.62690 0.67116
C63 -8.25759 -6.72954 -2.13610
H99 6.29668 0.84465 -3.01162
H100 -3.48372 -6.35441 -5.11296
H101 -3.17062 0.63778 2.05133
H102 -6.29648 -1.32770 -1.27135
C64 2.70800 -1.25732 -5.08944
C65 -5.84029 -1.77326 -2.15032
O33 0.34003 2.80446 -7.80375
O34 2.31631 -4.39369 5.48943
C66 1.34052 6.33560 1.38528
H103 -1.21881 5.91103 3.19980
H104 8.30489 0.53861 3.05288
N5 -4.73845 2.96804 -0.93600
H105 2.23422 -1.38840 3.01648
O35 -4.41868 -7.76965 0.21696
H106 1.91936 1.45476 4.58004
C67 -7.36135 -5.55388 -2.41102
H107 7.73560 -3.34516 3.24193
O36 7.08623 -1.05090 2.49009
C68 1.54072 -5.85534 -2.23032
C69 3.19693 -1.36384 3.55820
H108 3.55939 -0.35086 3.58980
H109 -2.03323 -1.61956 3.13680
H110 0.77584 -4.86880 0.98700
H111 7.14521 0.76429 1.68620
H112 5.47959 -0.64603 -2.50423
N6 -0.83441 2.87235 -7.37063
C70 -5.08642 -8.50061 -2.26584
H113 0.14688 7.24353 6.93336
H114 -6.56156 -5.81677 -3.09490
H115 -4.70055 -0.08665 -3.05356
H116 -8.76313 -7.02237 -3.05747
H117 3.06977 -1.65264 4.60990
H118 8.71763 -3.75227 6.18815
H119 -5.86508 -4.10397 3.75437
H120 -5.07979 -8.29059 -5.65378
C71 -5.52680 4.60970 -4.12598
C72 -2.72306 1.65469 -4.48685

Forces on the atoms, in the same order (eV/Å):
-0.09 0.02 1.87
0.18 -0.17 0.50
0.04 -0.29 -1.03
-0.27 -0.38 -0.17
-0.02 0.04 0.25
0.01 0.27 -0.02
1.01 1.27 0.20
0.36 0.78 -0.09
0.26 -0.71 0.16
1.00 1.25 0.62
0.14 0.06 -0.04
0.10 0.01 -1.11
0.16 0.19 -0.42
-0.26 -1.37 0.36
0.17 -0.56 -0.49
-0.35 1.59 0.03
-0.29 -0.02 -0.08
0.48 0.86 -0.96
0.08 0.09 -0.11
1.29 -0.49 -0.55
-0.81 0.52 0.17
-0.13 0.40 0.22
-0.11 -0.06 -0.05
-0.53 -0.62 0.13
0.70 -0.02 0.02
-0.10 -0.11 -0.61
-0.35 0.82 0.19
0.33 0.03 0.03
-0.44 -0.49 0.74
0.64 0.04 0.09
1.41 -0.39 -0.84
0.30 0.06 0.38
0.15 -0.23 0.20
0.87 0.40 1.63
1.23 1.72 -0.04
-0.98 -1.18 -0.57
-0.53 0.04 -0.50
-0.23 -0.21 0.36
-0.35 0.23 -0.82
-0.41 -0.29 0.02
-0.10 -0.59 -0.08
-0.22 0.13 -0.40
0.29 -0.83 1.33
0.17 0.09 -0.19
0.01 0.21 -0.80
0.74 0.28 -0.21
-0.24 0.16 0.02
0.05 -0.21 -0.13
-0.21 -0.54 -0.01
0.13 -0.06 0.22
-1.21 -0.21 -1.49
-0.60 0.69 -0.15
0.15 0.01 0.04
-0.24 -0.84 -0.84
-0.49 0.38 0.78
-0.04 0.02 0.07
-0.03 -0.62 -0.26
0.23 0.01 0.21
-0.64 0.15 -0.09
1.15 -0.05 -0.20
-1.00 -1.20 0.67
0.62 0.58 1.40
0.33 -0.41 -0.26
-0.80 0.03 -0.07
-0.02 0.54 0.10
-0.17 -0.08 0.81
0.00 -0.46 -0.16
-0.20 -0.24 -0.18
-1.24 -0.32 -0.51
0.09 -0.04 -0.29
0.02 0.04 0.74
-0.59 -0.38 0.03
-0.35 -0.53 -0.06
0.32 0.84 0.86
0.60 -0.48 0.00
-0.05 0.42 -0.11
0.13 0.25 0.12
-0.82 -0.10 0.30
-0.60 -0.44 0.20
0.31 0.28 -0.53
-0.19 -0.66 -0.34
0.01 -0.31 0.08
0.90 0.23 0.24
-0.26 -0.20 0.13
-1.04 -0.67 -0.79
-0.40 -0.51 0.14
0.25 -0.48 -0.04
0.21 0.10 0.30
0.25 0.25 -0.62
0.80 -0.26 0.89
0.01 -0.31 0.14
0.45 -0.16 -0.04
0.09 0.14 -0.47
-0.37 -0.37 -0.11
0.26 0.29 0.29
0.00 -0.05 0.05
-0.45 -0.26 -0.54
-1.15 0.16 -0.20
-0.08 0.38 0.22
-0.81 -0.25 -0.84
-0.90 0.16 -0.68
-0.58 -0.34 -0.09
0.30 0.00 -0.04
-1.48 -1.02 0.42
-0.53 -0.04 -0.02
0.08 -0.01 0.24
0.07 -0.44 -0.86
-0.42 0.02 0.49
-0.32 -0.10 0.05
0.58 0.05 -0.13
0.49 -0.12 0.73
0.44 -0.04 -0.10
0.18 0.34 0.38
-0.46 0.13 0.78
-0.26 -0.01 -0.26
0.19 0.51 -0.01
0.93 -0.94 0.90
0.18 0.12 0.09
-1.19 -0.05 -0.85
-0.55 0.04 -0.19
-0.02 -0.52 -0.03
0.43 -1.57 0.62
-0.36 0.71 -0.05
-0.36 0.31 0.38
0.27 0.12 -0.48
-0.63 0.55 -0.25
0.76 0.33 0.96
0.05 0.32 0.73
0.69 -0.19 -0.80
-1.41 0.57 -0.96
-0.56 0.15 0.30
-0.30 0.20 0.18
-0.78 0.83 0.86
-0.19 0.12 0.24
0.30 0.22 -0.39
-0.13 0.30 0.05
0.12 -0.11 0.03
-0.05 0.38 -0.32
1.07 -0.48 -0.65
0.27 0.11 0.14
-1.85 -0.65 -1.05
0.32 -0.21 -0.30
-0.24 0.08 0.12
0.01 -0.06 0.23
1.31 1.43 0.82
0.75 0.40 0.30
0.15 -0.11 0.34
-0.05 0.10 -0.09
-1.13 -1.11 0.90
-0.56 1.08 1.09
0.82 1.65 -0.65
-0.01 0.33 0.42
0.71 0.17 -0.96
0.01 0.76 0.40
0.54 0.67 0.06
-1.71 -0.09 -0.39
-1.02 -0.54 1.09
0.71 -0.59 -0.69
0.07 0.02 -0.10
0.23 -0.74 -0.32
0.76 -0.55 -0.21
0.72 -1.11 0.20
0.38 -1.00 0.03
0.04 0.20 -0.52
-0.10 0.10 -0.06
-0.72 -0.59 -0.56
0.44 0.05 -0.04
0.54 -0.31 -0.59
0.26 -0.01 0.16
0.85 1.22 -0.15
-0.21 -0.16 -0.03
0.81 -0.05 -0.39
-0.39 -1.07 0.93
2.18 -0.57 0.70
0.25 1.16 -0.66
-0.86 -0.41 0.26
0.20 0.35 -0.55
1.24 -0.73 0.98
-0.81 -0.40 0.52
-0.34 -0.34 0.52
-1.13 1.33 -1.63
0.32 0.23 -0.08
-0.26 0.21 0.80
-0.35 -0.65 -0.29
-1.14 0.57 0.16
-0.03 1.50 -0.02
1.40 -1.12 -0.97
-0.12 0.11 0.01
-0.05 0.57 0.55
1.10 -0.43 0.47
-0.69 0.55 -0.51
0.63 -0.44 0.08
-0.37 0.07 -1.50
-0.30 -0.43 0.07
0.69 -0.39 0.18
-0.33 -0.01 0.00
0.37 -0.56 -0.08
-0.24 0.45 -0.10
0.04 0.71 0.54
-0.38 0.00 -0.02
1.46 -0.22 -0.61
0.35 0.37 -0.45
-1.75 1.72 -0.20
0.18 -0.18 -0.27
-0.31 -0.06 -0.25
-0.30 0.09 0.18
0.03 0.33 -0.08
-0.11 0.94 0.05
0.24 -0.06 -1.08
-2.22 0.37 0.57
-0.72 0.44 0.07
1.57 1.12 0.06
0.27 0.01 0.52
-0.40 -0.16 -0.48
0.97 -0.72 1.78
0.41 -0.03 0.21
-0.79 -0.14 0.84
0.24 0.12 0.02
2.33 -1.10 0.25
0.78 -0.20 0.54
-0.78 -0.92 0.64
-0.30 0.55 0.18
-0.05 0.48 -0.13
-0.12 0.68 0.04
-0.01 0.03 0.31
0.02 -0.16 -0.29
0.47 0.17 0.19
-0.15 -0.91 -0.17
1.35 0.12 -1.66
0.30 0.31 -0.49
-0.17 -0.09 -0.28
-0.22 -0.15 -0.79
-0.44 0.14 -0.05
0.04 -0.15 0.00
-0.01 -0.31 -0.37
-0.04 0.03 -0.69
-0.26 -0.33 0.29
0.13 0.35 0.50
-0.36 -0.10 0.56
0.40 -0.34 0.69

SMILES: O=[N+]([O-])c1ccccc1.O=[N+]([O-])c1ccccc1.O=[N+]([O-])c1ccccc1.O=[N+]([O-])c1ccccc1.O=[N+]([O-])c1ccccc1.O=[N+]([O-])c1ccccc1.CCOP(=O)(OCC)OCC.CCOP(=O)(OCC)OCC.CCOP(=O)(OCC)OCC.CCOP(=O)(OCC)OCC.CCOP(=O)(OCC)OCC.CCOP(=O)(OCC)OCC
Lowest unoccupied orbital energy in Eh: -0.0320
HOMO-LUMO gap in eV: 8.623
Highest occupied orbital energy in eV: -9.5